Molecular formula: C39H41MgN3O4P2S
Method: DFT, wB97M-V/def2-TZVPD

```
! RIJCOSX wB97M-V def2-TZVPD def2/J DEFGRID3
* xyz 0 1
Mg 0.4007 -0.0011 -0.4367
O 0.2946 6.7810 -0.2149
C 1.3692 6.2222 0.0755
O 2.5099 6.6512 0.3550
C 1.3031 4.6843 -0.0156
C 2.3497 3.9095 0.4741
C 2.2717 2.5387 0.4208
N 1.2324 1.8979 -0.1411
C 0.2270 2.6609 -0.6449
C 0.2111 4.0357 -0.5712
C -0.9003 1.8088 -1.1997
O -2.0388 2.0445 -0.8258
O -0.4961 0.7747 -1.9092
H 3.2062 4.4188 0.8957
H 3.0413 1.9118 0.8371
H -0.6292 4.6147 -0.9385
C -1.4708 -3.8693 0.1234
C -2.5222 -2.7835 -0.0863
P -2.1259 -1.0048 0.2628
C -2.3597 -0.8141 2.0626
C -2.6607 -1.8529 2.9390
C -2.7733 -1.6089 4.3046
C -2.5930 -0.3247 4.8010
C -2.2942 0.7200 3.9322
C -2.1701 0.4764 2.5719
C -3.7005 -0.3811 -0.4481
C -4.8177 -0.1321 0.3358
C -6.0170 0.2541 -0.2594
C -6.1015 0.3871 -1.6348
C -4.9827 0.1373 -2.4241
C -3.7871 -0.2396 -1.8350
C -0.2908 -3.7913 -0.8561
P 0.9911 -2.5289 -0.4101
C 2.3291 -3.0134 -1.5586
C 2.0797 -2.7348 -2.9046
C 3.0152 -3.0577 -3.8805
C 4.2120 -3.6582 -3.5166
C 4.4753 -3.9178 -2.1768
C 3.5441 -3.5907 -1.2002
C 1.3569 -3.1234 1.2771
C 1.8244 -4.4138 1.5273
C 2.0204 -4.8492 2.8299
C 1.7298 -4.0079 3.8989
C 1.2356 -2.7343 3.6637
C 1.0603 -2.2947 2.3592
H -1.9579 -4.8358 -0.0111
H -1.1012 -3.8588 1.1474
H -3.4316 -3.0058 0.4722
H -2.8119 -2.7709 -1.1362
H -2.8022 -2.8636 2.5688
H -3.0057 -2.4262 4.9797
H -2.6896 -0.1359 5.8641
H -2.1583 1.7252 4.3131
H -1.9543 1.2966 1.8913
H -4.7603 -0.2263 1.4141
H -6.8839 0.4536 0.3597
H -7.0334 0.6965 -2.0946
H -5.0388 0.2589 -3.4989
H -2.9016 -0.3832 -2.4434
H -0.6425 -3.5908 -1.8708
H 0.2428 -4.7414 -0.8840
H 1.1538 -2.2456 -3.1944
H 2.8080 -2.8358 -4.9229
H 4.9461 -3.9128 -4.2731
H 5.4163 -4.3715 -1.8900
H 3.7826 -3.7453 -0.1577
H 2.0165 -5.0934 0.7048
H 2.3922 -5.8506 3.0125
H 1.8815 -4.3509 4.9158
H 0.9865 -2.0793 4.4904
H 0.6800 -1.2959 2.1961
C 4.9887 0.9259 2.7931
N 5.3571 1.0341 1.3830
C 6.1231 2.2445 1.0513
C 4.7604 0.2829 0.4366
S 3.3710 -0.6405 0.7672
N 5.3290 0.3281 -0.7965
C 6.7786 0.2149 -0.9586
C 4.5759 -0.0469 -1.9886
H 5.8191 1.3072 3.3890
H 4.7929 -0.1066 3.0595
H 4.0953 1.5146 3.0072
H 5.7269 3.0750 1.6369
H 6.0102 2.4905 0.0016
H 7.1831 2.1358 1.2871
H 7.2816 0.2378 0.0025
H 7.1749 1.0136 -1.5862
H 7.0045 -0.7403 -1.4363
H 3.5175 0.0920 -1.8192
H 4.7565 -1.0914 -2.2663
H 4.8899 0.5996 -2.8108
*
```

Values from the calculation:
gap between HOMO and LUMO = 7.3 eV
calculated total energy = -3257.056475 a.u.
lowest unoccupied orbital energy = 0.0007 hartree